200
Properties=species:S:1:pos:R:3:forces:R:3:mulliken_charge:R:1 method="wB97M-V/def2-TZVPD" homo_ev=-9.49 orbital_gap_ha=0.37010 largest_force_ha_per_bohr=0.0475
C 1.149979 -2.751634 -3.253184 -0.3 0.3 0.1 -0.94
C 2.365789 -1.926804 -2.864076 -1.1 0.0 -0.3 0.91
O 3.545000 -2.575151 -3.328395 0.8 0.1 0.2 -0.45
C 4.085138 -3.500683 -2.492131 -1.0 1.0 -1.0 0.76
O 3.547942 -3.850432 -1.487062 0.2 -0.5 0.8 -0.47
O 5.224723 -3.962863 -2.957639 0.2 -0.4 -0.1 -0.39
C 5.745298 -3.411040 -4.173749 0.5 -0.2 -0.2 -0.60
H 0.864429 -2.554562 -4.288484 0.2 -0.2 -0.1 0.13
H 0.291724 -2.447958 -2.649843 0.0 -0.2 0.1 0.04
H 1.353416 -3.810568 -3.106948 -0.2 0.0 0.1 0.45
H 2.388625 -1.738590 -1.791029 0.3 -0.1 0.0 0.00
H 2.284965 -0.977631 -3.394206 0.4 0.1 0.2 -0.32
H 6.586316 -4.050884 -4.431535 0.2 0.2 0.2 0.32
H 6.061779 -2.388043 -3.986612 0.0 0.0 -0.2 0.21
H 5.064263 -3.470732 -5.020597 -0.3 0.1 0.3 0.26
C -1.821745 -5.295208 -8.052003 -0.4 -0.6 -0.7 -1.35
C -1.004783 -4.791097 -6.894799 -0.2 0.0 0.1 0.19
O -1.158104 -3.363429 -6.802702 0.6 -0.4 -0.2 -0.34
C -2.002566 -2.901514 -5.903892 -0.4 1.3 0.2 0.94
O -2.680325 -3.506471 -5.125220 -0.2 -0.7 0.3 -0.65
O -1.993481 -1.571780 -6.032486 1.2 0.8 -0.3 -0.33
C -2.837331 -0.744465 -5.220798 -0.9 -1.6 -0.2 -0.36
H -2.902446 -5.229633 -7.915067 0.1 0.1 0.4 0.30
H -1.614291 -6.350318 -8.251098 0.1 0.0 0.2 0.40
H -1.622326 -4.779308 -8.992609 0.3 0.2 0.2 0.32
H 0.058642 -4.975129 -7.038817 0.0 0.1 -0.1 0.41
H -1.286715 -5.249989 -5.947583 -0.2 0.1 -0.1 -0.11
H -3.706909 -1.396663 -5.105134 -0.5 0.8 0.3 0.35
H -3.029277 0.153460 -5.797502 0.0 0.0 0.0 0.18
H -2.463483 -0.517618 -4.222377 0.5 -0.1 -0.1 0.01
C 1.464751 2.621528 4.232088 0.1 -0.4 0.6 -0.73
C 0.171845 2.740040 4.990612 -0.4 1.0 1.4 -0.16
O -0.025992 1.656530 5.906030 -0.4 -1.0 -0.4 0.15
C 0.292065 1.740882 7.199793 0.6 0.1 -0.7 0.63
O 0.670386 2.724502 7.769543 0.0 0.1 0.4 -0.61
O 0.177568 0.504399 7.675800 -0.5 -0.6 0.1 -0.14
C 0.737914 0.193341 8.958860 0.9 1.0 -0.5 -0.77
H 1.471825 3.404237 3.474684 0.2 -0.3 -0.2 0.56
H 1.622650 1.608160 3.857370 -0.3 0.2 -0.6 -0.26
H 2.309795 2.749264 4.914404 -0.1 0.4 0.0 0.33
H -0.739745 2.784359 4.395438 0.3 -0.2 -0.3 -0.35
H 0.158946 3.634146 5.624996 0.1 0.2 -0.4 0.58
H 1.816359 0.105867 8.810757 0.0 -0.1 0.1 0.25
H 0.365333 -0.768690 9.286159 -0.4 0.2 0.0 0.24
H 0.588147 1.046154 9.618002 -0.3 -0.3 0.3 0.34
C -3.710555 -2.905518 1.087141 0.2 -0.3 1.0 -0.99
C -3.427654 -3.330474 -0.342317 0.7 0.6 1.0 0.78
O -4.640520 -3.555571 -1.044367 -0.1 -0.2 -0.5 -0.43
C -5.111492 -2.576026 -1.806505 -0.1 0.3 0.3 0.68
O -4.720417 -1.436273 -1.836434 0.2 -0.1 -0.2 -0.45
O -6.145066 -3.066700 -2.493473 0.2 -0.3 -0.2 -0.37
C -6.675333 -2.234368 -3.504902 -0.2 0.6 -0.8 -0.51
H -2.798914 -2.765952 1.679034 0.3 0.0 -0.5 -0.04
H -4.227844 -3.677629 1.663623 -0.3 0.0 -0.3 0.47
H -4.255777 -1.966785 1.192324 -0.2 0.0 -0.4 0.32
H -2.853855 -4.252967 -0.390171 -0.2 -0.1 0.1 -0.07
H -2.790512 -2.565212 -0.789420 -0.4 0.0 -0.5 -0.14
H -7.108398 -2.847845 -4.293931 -0.2 -0.3 0.4 0.26
H -5.923810 -1.640679 -4.027683 0.2 0.0 0.5 0.10
H -7.431224 -1.559697 -3.103841 0.0 0.0 0.1 0.31
C -0.664470 -7.268164 -3.827568 0.9 0.5 0.1 -0.94
C -1.639014 -6.992373 -2.706927 0.0 -0.6 -0.2 -0.40
O -1.242772 -5.796099 -2.040284 -0.7 0.3 -0.3 0.00
C -0.458375 -5.897661 -0.976088 0.3 0.8 -0.4 0.36
O -0.043751 -6.897293 -0.480116 0.2 -0.7 0.5 -0.60
O -0.182338 -4.642181 -0.607607 -0.4 0.2 -0.1 0.10
C 0.576059 -4.452551 0.565399 1.3 0.3 0.5 -0.55
H -0.953813 -8.092551 -4.475122 0.0 0.0 0.1 0.40
H 0.344366 -7.416083 -3.430814 -0.1 -0.5 0.1 0.38
H -0.513528 -6.357896 -4.414440 -0.5 -0.1 -0.1 0.03
H -1.707026 -7.805245 -1.983470 0.2 0.0 0.0 0.40
H -2.632483 -6.841627 -3.127613 0.0 0.4 0.2 0.33
H 1.584041 -4.868777 0.475437 -0.3 -0.5 0.0 0.32
H 0.071881 -4.796038 1.466568 -0.1 -0.1 -0.1 0.54
H 0.795763 -3.387948 0.662701 -0.6 0.1 -0.1 -0.33
C -2.310598 -0.874981 4.451015 -0.4 0.1 -0.4 0.37
C -2.779923 -2.275809 4.810828 -0.3 0.7 -1.0 -0.62
O -1.766406 -2.990695 5.505591 -0.5 -0.6 0.9 -0.42
C -0.832403 -3.565533 4.759733 0.2 1.1 -0.2 0.74
O -0.756243 -3.435327 3.568019 0.0 -0.4 -0.7 -0.31
O 0.048817 -4.168469 5.541725 -0.1 -0.2 0.5 -0.40
C 1.119085 -4.832516 4.888788 0.3 -1.0 -1.0 -0.24
H -3.213575 -0.344981 4.134984 0.2 0.3 -0.1 0.19
H -1.604494 -0.875165 3.620146 0.0 -0.1 0.0 -0.28
H -1.845569 -0.319811 5.265465 -0.1 -0.2 0.2 0.02
H -3.110178 -2.803888 3.914204 0.5 -0.1 -0.1 0.18
H -3.720200 -2.217307 5.358970 0.5 -0.2 1.0 0.52
H 1.200269 -5.859537 5.244945 -0.1 0.2 0.5 0.32
H 2.076216 -4.327760 5.001455 -0.2 0.3 0.2 0.22
H 0.907458 -4.950580 3.824432 0.0 0.3 0.1 -0.07
C 3.973690 2.457919 1.835221 0.3 0.3 -0.8 -0.41
C 5.097219 1.561796 1.364284 0.2 -0.8 0.5 0.25
O 6.236823 2.350012 0.997887 -0.4 1.5 0.5 -0.40
C 7.417972 1.790488 0.893609 0.4 -1.3 -0.8 0.82
O 7.632697 0.601033 0.875548 0.0 0.3 0.3 -0.62
O 8.346626 2.735932 0.701683 -0.5 -0.1 -0.1 -0.36
C 9.613608 2.268103 0.251016 0.8 1.2 0.2 -0.69
H 3.071179 1.884998 2.032591 0.1 -0.2 0.0 -0.51
H 3.761912 3.158679 1.024402 -0.2 0.2 0.2 0.29
H 4.250089 3.022067 2.724288 0.1 0.0 0.0 0.44
H 4.848848 0.958749 0.489893 -0.3 0.0 0.1 -0.29
H 5.383998 0.890817 2.175258 0.1 -0.2 -0.1 0.63
H 10.221467 3.176145 0.289085 0.1 -0.2 0.1 0.27
H 9.633266 1.982019 -0.800033 -0.4 -0.5 0.1 0.29
H 10.047458 1.539073 0.928846 -0.2 -0.3 -0.2 0.30
C 3.521402 -0.315731 6.261862 -0.9 -0.2 -0.4 -1.33
C 2.336509 -0.891612 5.480263 0.0 -1.4 0.6 0.37
O 2.523568 -0.821812 4.062552 -0.3 0.5 0.3 0.17
C 3.247697 -1.751760 3.449639 0.8 1.3 -0.9 0.02
O 3.799061 -2.720613 3.874068 -0.3 -0.7 0.7 -0.61
O 3.387284 -1.286344 2.198890 -0.3 -0.3 -0.3 0.16
C 4.103956 -2.102446 1.277464 1.0 0.4 -0.6 -0.49
H 4.442152 -0.809723 5.959418 0.2 0.4 -0.2 0.44
H 3.432331 -0.483124 7.334546 -0.3 -0.1 0.0 0.35
H 3.451958 0.759162 6.093964 0.8 0.1 0.0 0.20
H 1.414213 -0.368136 5.715353 0.0 0.2 -0.3 -0.15
H 2.148204 -1.951095 5.679267 0.2 0.1 0.4 0.24
H 4.227090 -1.485376 0.386207 -0.5 -0.1 -0.1 -0.18
H 3.620975 -3.044221 1.036072 -0.2 0.0 0.1 0.22
H 5.144437 -2.261505 1.567879 -0.2 -0.3 0.6 0.46
C -7.929667 5.089512 1.168404 0.3 -0.1 0.4 -1.48
C -6.614680 4.333767 1.090452 -0.7 -0.4 0.7 0.28
O -6.209229 4.245802 -0.276461 -0.3 0.6 -0.1 -0.36
C -5.178083 3.464232 -0.541477 0.5 -0.1 0.2 0.58
O -4.495017 2.894062 0.269334 0.0 -0.1 0.0 -0.32
O -4.999972 3.456571 -1.861613 0.0 0.0 0.0 -0.44
C -3.765514 2.943762 -2.335914 0.6 0.0 -1.0 -0.07
H -7.788982 6.078287 0.732947 -0.3 -0.1 -0.3 0.36
H -8.154357 5.263163 2.223247 0.0 -0.1 0.0 0.40
H -8.773618 4.543123 0.753897 0.1 0.2 -0.3 0.36
H -6.697665 3.310761 1.460694 -0.1 0.0 0.1 0.27
H -5.921177 4.845987 1.759109 0.6 0.0 -0.6 -0.04
H -2.916915 3.161095 -1.690172 -0.2 0.0 0.3 -0.11
H -3.602336 3.446037 -3.290298 0.0 0.2 0.1 0.21
H -3.768653 1.881954 -2.587567 -0.4 -0.1 0.5 0.32
C 5.000915 3.081226 -2.155848 0.2 2.2 0.9 -0.28
C 3.928333 2.130657 -2.618040 0.2 -0.2 -0.4 1.01
C 4.715663 0.822285 -2.746390 -0.2 0.0 1.0 0.30
O 6.102063 1.137213 -2.662216 0.9 -0.3 -0.2 -0.53
C 6.334819 2.539845 -2.649415 -1.3 0.2 -0.7 -0.64
H 5.043281 3.255362 -1.075838 -0.1 -0.8 0.1 -0.20
H 4.796959 4.117820 -2.453866 0.1 -0.2 -0.6 0.53
H 3.542997 2.430052 -3.595723 0.0 0.0 0.0 -0.10
H 3.078561 2.083906 -1.938270 0.0 -0.2 0.0 -0.49
H 4.472431 0.262857 -3.651357 0.2 0.0 -0.1 0.27
H 4.528835 0.189753 -1.871228 -0.2 -0.2 -0.2 -0.51
H 6.532841 2.908169 -3.665235 0.0 -0.2 -0.1 0.30
H 7.180339 2.852713 -2.038691 0.0 -0.5 0.3 0.33
C -3.599662 2.679619 4.967631 0.6 0.4 -0.6 0.75
C -4.198994 4.002839 5.520968 -0.7 -1.6 0.8 -0.85
C -4.391955 4.911399 4.321899 0.6 0.0 0.5 -0.41
O -3.645957 4.324089 3.275341 0.2 0.2 -0.5 -0.23
C -3.609611 2.909076 3.445232 -0.7 0.2 0.6 0.13
H -4.144564 1.767649 5.201155 -0.1 0.1 0.3 0.49
H -2.571808 2.580904 5.313197 -0.1 -0.2 0.2 -0.81
H -3.540966 4.342456 6.318293 0.0 0.5 -0.2 0.30
H -5.160228 3.796870 5.999461 0.0 0.1 0.0 0.27
H -3.985032 5.888259 4.588079 0.0 0.2 -0.6 0.34
H -5.442092 5.027205 4.037945 -0.1 -0.1 0.0 0.22
H -2.757427 2.542988 2.877199 0.0 -0.1 0.1 -0.39
H -4.521744 2.426672 3.077438 0.0 0.2 -0.5 0.28
C 0.544950 0.990661 -5.261598 0.5 0.2 0.5 0.38
C 0.401059 2.325605 -4.503021 0.0 -0.4 -0.5 0.65
C -0.778100 3.001784 -5.257056 0.9 -0.2 0.5 0.32
O -1.025451 2.182236 -6.393477 -1.0 0.7 -0.4 -0.54
C 0.087470 1.355670 -6.663383 -0.3 -0.3 1.2 -0.72
H -0.114097 0.296293 -4.738149 -0.1 -0.4 -0.6 -0.28
H 1.566805 0.605963 -5.243393 0.0 0.0 0.1 0.28
H 1.342436 2.861914 -4.622600 -0.2 0.4 0.2 0.10
H 0.190796 2.120987 -3.455347 0.2 0.3 0.1 -0.80
H -0.503934 4.029580 -5.510555 0.0 0.0 -0.4 0.31
H -1.673104 3.071501 -4.638404 -0.2 -0.3 -0.1 -0.27
H 0.864376 1.918229 -7.192540 0.0 -0.2 -0.2 0.33
H -0.270159 0.478688 -7.200033 0.1 0.2 -0.3 0.35
C -1.259141 0.505081 0.221418 -1.2 -0.1 0.0 0.16
C -0.058311 -0.009165 0.973454 0.3 -0.4 0.0 1.63
C 1.057945 0.652290 0.193233 -0.8 1.6 0.0 -0.01
O 0.590198 0.811133 -1.156311 0.4 -0.9 -1.3 0.48
C -0.809010 0.609584 -1.255806 -0.4 0.1 1.6 0.40
H -1.553104 1.475062 0.636649 0.3 0.2 -0.3 -0.58
H -2.158054 -0.092367 0.396638 0.1 -0.2 -0.3 0.51
H 0.029254 -1.098940 0.951577 -0.1 0.0 -0.1 -0.78
H -0.109098 0.302792 2.016856 0.3 0.0 0.0 -0.62
H 2.034443 0.173829 0.221716 0.0 0.0 -0.1 -0.41
H 1.070280 1.714890 0.473449 0.8 -0.2 0.8 -0.04
H -1.074969 -0.282640 -1.830790 0.2 0.0 0.0 -0.53
H -1.292563 1.486288 -1.693830 0.1 -0.1 -0.3 -0.23
C -0.828617 5.435619 -1.426433 0.7 -0.8 -1.1 -0.82
C -1.757749 5.630602 -0.263325 -0.9 0.5 -0.3 0.08
C -0.930413 5.220932 0.959633 -0.1 -0.6 -0.8 -0.22
O 0.289533 4.697019 0.406114 0.7 -0.6 0.3 -0.44
C 0.085986 4.303013 -0.952242 -0.1 1.6 -0.4 0.74
H -0.185079 6.299030 -1.609080 -0.1 0.1 0.2 0.41
H -1.285394 5.215157 -2.395786 -0.3 0.0 0.2 0.35
H -2.647657 5.004235 -0.359930 0.0 0.0 0.1 -0.52
H -2.092217 6.669254 -0.312874 -0.1 -0.1 0.6 0.47
H -1.398679 4.395211 1.499709 -0.3 0.3 0.2 -0.02
H -0.755671 6.065035 1.624090 0.4 -0.2 0.1 0.32
H -0.322699 3.306457 -1.146096 -0.1 -0.1 0.6 -0.66
H 1.016397 4.386556 -1.516201 0.3 -0.3 0.4 0.21